(P)
Here is a molecular structure, C6H12NO from OMol25. Energies are from the ωB97M-V functional and the def2-TZVPD basis.

Values from the calculation:
charge	-1
HOMO energy	-1.9	eV
Kohn-Sham gap	0.1361	Eh
2S+1	1

Atoms and positions in Å:
C1 1.168 0.625 -2.960
C2 2.204 0.364 -3.809
C3 1.315 2.536 -2.507
N1 1.023 1.463 -1.816
H1 0.236 0.098 -3.153
H2 3.032 1.040 -3.986
H3 2.266 -0.604 -4.296
H4 0.581 3.336 -2.655
H5 2.374 2.796 -2.697
C4 -2.552 -0.967 2.631
O1 -2.586 0.304 3.079
C5 -1.161 -1.622 2.901
C6 -0.120 -0.752 2.160
H6 -2.723 -1.035 1.514
H7 -3.325 -1.664 3.051
H8 -1.128 -2.687 2.618
H9 -1.056 -1.559 3.990
H10 0.893 -0.929 2.551
H11 -0.366 0.302 2.278
H12 -0.073 -1.044 1.108

---

(Q)
Here is a gas-phase ion, C6H12NO (charge -1) from OMol25. Energies are from the ωB97M-V functional and the def2-TZVPD basis.

Values from the calculation:
charge	-1
HOMO energy	-2.4	eV
Kohn-Sham gap	0.2163	Eh
2S+1	1
SMILES string	C/C=C/C[C@H](N)C[O-]

Atoms and positions in Å:
C1 -1.161 0.378 3.311
C2 -0.660 -0.375 2.111
C3 -0.643 0.092 0.860
C4 -0.013 -0.650 -0.279
C5 0.794 0.231 -1.201
N1 -0.053 1.282 -1.762
C6 1.357 -0.603 -2.422
O1 1.915 0.133 -3.365
H1 -2.254 0.468 3.315
H2 -0.768 1.384 3.366
H3 -0.908 -0.098 4.260
H4 -0.073 -1.286 2.250
H5 -1.248 0.916 0.497
H6 0.638 -1.471 0.052
H7 -0.726 -1.205 -0.909
H8 1.666 0.687 -0.728
H9 -0.843 0.827 -2.190
H10 0.501 1.750 -2.470
H11 0.407 -1.136 -2.731
H12 2.072 -1.323 -1.963

---

Which of them is the most stable? Correct choice: (Q).

---

(P)
Here is 2 unconnected molecules or ions with the total composition C4H11O3 from OMol25. Energies are from the ωB97M-V functional and the def2-TZVPD basis.

Values from the calculation:
charge	-1
HOMO energy	-3.9	eV
Kohn-Sham gap	0.2960	Eh
2S+1	1

Atoms and positions in Å:
C1 1.270 0.618 -0.519
O1 0.420 1.505 -1.315
C2 0.759 0.571 0.981
C3 -0.753 0.264 1.028
C4 -0.799 -1.299 1.230
O2 -1.557 0.724 -0.050
H1 2.197 1.106 -0.612
H2 1.361 -0.426 -1.004
H3 1.327 -0.149 1.510
H4 0.991 1.491 1.496
H5 -1.131 0.607 1.970
H6 -1.670 -1.368 1.836
H7 0.042 -1.673 1.806
H8 -0.924 -1.732 0.227
H9 -0.738 1.063 -0.807
H10 -0.129 0.319 -2.613
H11 -0.393 -1.067 -2.210
O3 -0.272 -0.554 -2.954

---

(Q)
Here is 2 unconnected molecules or ions with the total composition C4H11O3 from OMol25. Energies are from the ωB97M-V functional and the def2-TZVPD basis.

Values from the calculation:
charge	-1
HOMO energy	-3.8	eV
Kohn-Sham gap	0.2945	Eh
2S+1	1

Atoms and positions in Å:
C1 -0.992 1.005 1.060
O1 -0.973 1.475 -0.231
C2 -0.011 -0.135 1.366
C3 -0.077 -1.340 0.382
C4 1.304 -1.697 -0.120
O2 -0.964 -0.945 -0.662
H1 -2.002 0.615 1.391
H2 -0.764 1.786 1.789
H3 0.982 0.366 1.396
H4 -0.089 -0.534 2.422
H5 -0.635 -2.247 0.626
H6 1.485 -1.102 -1.038
H7 1.306 -2.710 -0.552
H8 2.185 -1.420 0.457
H9 -1.008 0.116 -0.710
H10 0.730 1.434 -0.782
H11 0.863 1.743 -2.281
O3 1.388 1.438 -1.539

---

(R)
Here is a molecular structure, C4H11O3 from OMol25. Energies are from the ωB97M-V functional and the def2-TZVPD basis.

Values from the calculation:
charge	-1
HOMO energy	-3.5	eV
Kohn-Sham gap	0.2576	Eh
2S+1	1

Atoms and positions in Å:
C1 -1.972 0.318 0.782
O1 -3.600 -0.005 0.241
C2 -1.157 0.193 -0.465
C3 0.319 0.129 -0.131
C4 1.256 -0.067 -1.324
O2 2.478 -0.595 -1.008
H1 -1.847 -0.429 1.561
H2 -1.749 1.250 1.338
H3 -3.231 0.684 0.784
H4 -1.502 -0.609 -1.124
H5 -1.443 1.010 -1.147
H6 0.599 -0.687 0.548
H7 0.541 1.005 0.499
H8 0.747 -0.768 -2.024
H9 1.307 0.883 -1.902
H10 3.715 -0.833 1.663
H11 2.749 -0.727 0.292
O3 2.791 -0.751 1.416

---

Which of them is the most stable? Correct choice: (Q).